1.
Computed, not measured: C48H128AsF6N8O16 as an isolated structure in a non-equilibrium geometry, with ωB97M-V/def2-TZVPD.

Last column: Löwdin charge in e.
Cartesian coordinates (Å):
C  13.269  26.424  30.648  -0.047
O  13.778  25.107  30.924  -0.209
C  14.190  24.982  32.252  -0.223
C  14.778  23.604  32.308  -0.059
N  13.740  22.604  31.800  0.063
H  12.928  22.544  32.383  0.178
H  13.374  23.022  30.952  0.148
C  14.197  21.198  31.594  -0.099
C  13.095  20.368  31.027  -0.215
O  12.609  21.146  29.985  -0.185
C  11.728  20.581  29.066  -0.092
H  13.718  27.153  31.350  0.106
H  12.179  26.446  30.750  0.094
H  13.519  26.611  29.567  0.110
H  13.382  25.102  32.918  0.127
H  15.003  25.659  32.556  0.155
H  15.034  23.233  33.308  0.151
H  15.645  23.552  31.682  0.135
H  14.477  20.890  32.556  0.123
H  15.128  21.244  30.992  0.158
H  12.346  20.101  31.810  0.152
H  13.533  19.396  30.721  0.145
H  12.282  20.188  28.230  0.081
H  11.098  21.372  28.688  0.086
H  10.974  19.835  29.434  0.116
C  21.607  16.148  24.699  -0.061
O  20.861  16.709  23.608  -0.224
C  20.143  17.905  23.845  -0.208
C  19.653  18.439  22.533  -0.071
N  19.023  17.303  21.661  0.086
H  19.378  16.429  22.048  0.161
H  18.005  17.389  21.911  0.155
C  19.260  17.413  20.193  -0.127
C  20.523  16.839  19.704  -0.244
O  21.569  17.328  20.525  -0.209
C  22.821  16.550  20.472  -0.010
H  21.098  16.027  25.664  0.094
H  22.500  16.794  24.777  0.101
H  22.064  15.214  24.344  0.097
H  20.747  18.684  24.301  0.139
H  19.279  17.617  24.500  0.142
H  20.564  18.777  22.029  0.130
H  18.934  19.238  22.582  0.122
H  19.249  18.480  19.962  0.142
H  18.415  16.894  19.685  0.151
H  20.608  17.104  18.624  0.147
H  20.484  15.724  19.659  0.141
H  22.692  15.842  21.281  0.082
H  23.678  17.185  20.644  0.095
H  22.879  16.032  19.510  0.095
C  14.132  18.865  14.431  -0.056
O  15.230  18.817  13.492  -0.183
C  15.934  19.988  13.313  -0.216
C  15.674  20.635  11.910  -0.074
N  15.922  19.593  10.873  0.047
H  16.896  19.221  10.932  0.169
H  15.221  18.845  10.923  0.191
C  16.044  20.134  9.499  -0.097
C  17.061  19.366  8.683  -0.204
O  18.189  19.330  9.480  -0.203
C  19.200  18.359  9.144  -0.034
H  13.436  18.085  14.342  0.071
H  13.533  19.775  14.294  0.092
H  14.527  18.990  15.436  0.090
H  17.042  19.699  13.289  0.156
H  15.750  20.776  14.042  0.129
H  16.413  21.398  11.760  0.134
H  14.712  21.059  11.766  0.131
H  16.336  21.160  9.627  0.133
H  15.070  20.160  9.014  0.150
H  17.267  19.996  7.838  0.143
H  16.705  18.393  8.367  0.139
H  19.798  18.713  8.341  0.088
H  18.784  17.361  8.895  0.107
H  19.863  18.237  10.002  0.096
C  21.425  17.258  32.577  -0.068
O  20.771  16.016  32.352  -0.201
C  21.310  14.908  33.045  -0.220
C  20.347  13.805  32.924  -0.123
N  19.050  14.117  33.600  0.065
H  19.210  14.337  34.598  0.200
H  18.641  14.946  33.153  0.153
C  18.014  12.981  33.532  -0.048
C  16.670  13.765  33.503  -0.164
O  16.770  14.671  32.381  -0.248
C  16.320  14.180  31.089  -0.070
H  21.381  17.501  33.628  0.092
H  20.853  18.031  32.107  0.083
H  22.412  17.279  32.175  0.092
H  21.645  15.188  34.079  0.162
H  22.093  14.573  32.367  0.143
H  20.809  12.917  33.409  0.163
H  20.196  13.526  31.873  0.152
H  18.121  12.277  34.374  0.150
H  18.144  12.439  32.596  0.126
H  16.510  14.380  34.417  0.139
H  15.689  13.266  33.407  0.140
H  16.301  13.097  31.006  0.087
H  16.948  14.659  30.306  0.093
H  15.313  14.659  30.858  0.102
C  14.591  12.581  15.000  -0.047
O  13.472  11.775  15.344  -0.199
C  13.834  10.905  16.354  -0.229
C  12.627  9.960  16.533  -0.041
N  12.119  9.582  15.118  0.084
H  11.142  9.577  15.234  0.143
H  12.424  10.349  14.537  0.149
C  12.529  8.216  14.595  -0.072
C  11.435  7.196  14.692  -0.179
O  10.992  7.462  16.014  -0.214
C  9.812  6.736  16.293  -0.061
H  14.463  12.905  13.995  0.090
H  15.462  11.957  15.155  0.091
H  14.619  13.442  15.673  0.099
H  14.013  11.340  17.320  0.130
H  14.727  10.277  16.079  0.151
H  11.784  10.454  16.980  0.130
H  12.851  9.012  17.012  0.129
H  13.268  7.879  15.325  0.132
H  12.988  8.278  13.601  0.151
H  11.840  6.208  14.612  0.147
H  10.679  7.402  13.983  0.125
H  9.197  6.736  15.400  0.095
H  9.269  7.218  17.096  0.093
H  10.078  5.721  16.574  0.104
C  4.944  19.420  21.814  -0.013
O  5.660  19.808  20.607  -0.236
C  4.986  20.424  19.557  -0.189
C  6.084  20.570  18.451  -0.031
N  7.329  21.160  19.177  0.036
H  7.194  22.162  19.262  0.179
H  7.185  20.658  20.071  0.152
C  8.656  20.902  18.582  -0.086
C  9.729  21.669  19.399  -0.261
O  10.924  21.555  18.793  -0.154
C  11.776  22.654  18.949  -0.077
H  5.545  18.705  22.343  0.086
H  3.917  19.068  21.650  0.110
H  4.868  20.327  22.382  0.087
H  4.481  21.386  19.753  0.148
H  4.257  19.740  19.155  0.134
H  5.827  21.196  17.572  0.150
H  6.474  19.605  18.075  0.138
H  8.735  21.279  17.518  0.167
H  8.764  19.852  18.508  0.123
H  9.691  21.288  20.399  0.120
H  9.442  22.732  19.488  0.139
H  11.535  23.543  18.402  0.093
H  12.763  22.304  18.659  0.098
H  11.875  22.902  20.065  0.099
C  9.719  14.278  28.820  -0.090
O  9.826  13.724  27.545  -0.207
C  8.827  14.114  26.603  -0.174
C  8.996  13.131  25.430  -0.063
N  9.162  11.698  25.910  0.083
H  9.951  11.589  26.550  0.174
H  8.320  11.362  26.352  0.177
C  9.384  10.679  24.806  -0.082
C  9.100  9.267  25.349  -0.211
O  9.883  9.035  26.509  -0.190
C  9.692  7.748  27.075  -0.074
H  8.680  14.643  29.068  0.121
H  10.359  15.135  28.890  0.076
H  10.114  13.529  29.480  0.092
H  9.014  15.153  26.310  0.140
H  7.827  13.986  26.997  0.127
H  9.881  13.483  25.014  0.115
H  8.172  13.144  24.770  0.126
H  10.387  10.695  24.423  0.129
H  8.633  10.897  23.981  0.159
H  9.432  8.535  24.544  0.162
H  8.054  9.150  25.491  0.118
H  9.907  7.782  28.169  0.114
H  10.431  7.045  26.668  0.099
H  8.758  7.291  26.877  0.081
C  13.307  25.687  21.023  -0.103
O  13.872  24.465  21.328  -0.183
C  14.611  24.473  22.519  -0.167
C  14.821  22.989  22.904  -0.103
N  13.561  22.247  22.991  0.045
H  12.917  22.770  22.316  0.165
H  13.654  21.256  22.748  0.132
C  12.880  22.366  24.310  -0.079
C  11.344  22.209  24.094  -0.158
O  10.985  23.189  23.115  -0.226
C  10.455  24.351  23.723  -0.080
H  12.624  26.138  21.732  0.091
H  12.712  25.647  20.135  0.089
H  14.018  26.474  20.950  0.095
H  13.999  24.961  23.294  0.129
H  15.604  24.935  22.421  0.151
H  15.347  22.885  23.836  0.133
H  15.498  22.495  22.239  0.135
H  13.170  23.327  24.712  0.124
H  13.318  21.580  24.948  0.136
H  10.725  22.342  24.999  0.130
H  11.079  21.218  23.751  0.123
H  11.249  24.961  24.157  0.092
H  9.647  24.080  24.415  0.101
H  10.064  24.976  22.910  0.102
As  14.887  18.334  23.130  0.721
F  16.399  18.709  22.248  -0.290
F  14.720  16.910  22.228  -0.218
F  13.441  18.002  23.972  -0.232
F  15.107  19.885  23.926  -0.271
F  14.047  19.340  21.905  -0.292
F  15.832  17.588  24.337  -0.231

Summary:
Net charge: +7
Frontier orbital gap (eV): 9.54
2S+1: 1

***

2.
Computed, not measured: C48H128AsF6N8O8 as an isolated structure in a non-equilibrium geometry, with ωB97M-V/def2-TZVPD.

Last column: Löwdin spin population.
Cartesian coordinates (Å):
C  3.662  7.782  2.936  0.000
C  3.361  8.170  1.418  0.000
N  2.973  7.032  0.465  0.000
C  2.406  7.718  -0.784  0.000
C  4.255  6.107  0.127  0.001
C  5.388  6.849  -0.566  0.000
C  1.945  6.120  1.222  0.002
C  0.925  5.239  0.353  0.004
O  -0.339  5.910  0.285  0.002
C  -1.383  5.209  -0.313  0.002
H  4.332  6.930  3.049  0.000
H  2.767  7.532  3.505  0.000
H  4.066  8.678  3.408  0.000
H  4.129  8.835  1.024  0.000
H  2.445  8.760  1.431  0.000
H  3.018  8.620  -0.801  0.000
H  1.371  7.996  -0.585  0.000
H  2.532  6.982  -1.578  0.000
H  3.951  5.386  -0.632  0.000
H  4.614  5.646  1.048  0.001
H  5.733  7.713  0.002  0.000
H  5.086  7.155  -1.567  0.000
H  6.240  6.237  -0.861  0.000
H  1.332  6.841  1.761  0.000
H  2.456  5.471  1.934  0.003
H  0.845  4.194  0.652  0.005
H  1.243  5.056  -0.673  0.000
H  -1.260  4.826  -1.326  0.001
H  -2.344  5.689  -0.500  0.000
H  -1.530  4.314  0.291  0.002
C  4.261  -6.784  -1.384  0.000
C  2.754  -7.055  -0.947  0.000
N  2.040  -5.905  -0.123  0.000
C  0.655  -6.474  0.297  0.000
C  2.988  -5.534  1.088  0.000
C  2.357  -4.506  2.090  0.002
C  1.804  -4.599  -0.987  0.004
C  1.392  -4.882  -2.432  0.001
O  0.090  -5.566  -2.455  0.000
C  -0.035  -6.492  -3.553  0.000
H  4.555  -7.515  -2.136  0.000
H  5.023  -6.828  -0.606  0.000
H  4.450  -5.790  -1.791  0.000
H  2.692  -7.752  -0.111  0.000
H  2.133  -7.447  -1.753  0.000
H  0.784  -7.215  1.085  0.000
H  0.237  -7.134  -0.463  0.000
H  -0.041  -5.694  0.606  0.000
H  3.968  -5.206  0.742  0.000
H  3.015  -6.559  1.459  0.000
H  2.757  -3.495  2.016  0.002
H  2.645  -4.733  3.116  0.000
H  1.270  -4.428  2.071  0.001
H  2.615  -3.870  -0.978  0.002
H  1.026  -4.007  -0.505  0.004
H  2.150  -5.379  -3.037  0.000
H  1.178  -3.988  -3.017  0.001
H  0.851  -7.100  -3.737  0.000
H  -0.292  -5.885  -4.421  0.000
H  -0.888  -7.139  -3.347  0.000
C  2.376  2.869  -3.493  0.003
C  2.871  1.401  -3.960  0.003
N  4.349  0.925  -3.572  0.000
C  4.470  0.734  -1.973  0.005
C  4.665  -0.392  -4.257  0.000
C  3.770  -1.561  -3.980  0.001
C  5.362  2.033  -4.058  0.000
C  6.795  2.003  -3.728  0.000
O  7.483  0.958  -4.386  0.000
C  8.863  1.015  -4.175  0.000
H  2.655  3.063  -2.457  0.002
H  1.318  2.998  -3.718  0.001
H  2.798  3.576  -4.207  0.000
H  2.632  1.172  -4.998  0.000
H  2.283  0.780  -3.284  0.003
H  4.191  1.644  -1.442  0.003
H  5.487  0.525  -1.642  0.000
H  3.646  0.070  -1.710  0.004
H  5.665  -0.641  -3.900  0.000
H  4.802  -0.096  -5.297  0.000
H  2.739  -1.428  -4.306  0.000
H  3.769  -2.034  -2.998  0.001
H  3.999  -2.407  -4.628  0.000
H  4.971  2.961  -3.641  0.000
H  5.152  2.122  -5.124  0.000
H  7.026  2.068  -2.664  0.000
H  7.217  2.935  -4.103  0.000
H  9.447  0.238  -4.668  0.000
H  9.000  0.793  -3.117  0.000
H  9.267  1.919  -4.631  0.000
C  -7.518  -1.591  -3.354  0.000
C  -7.488  -3.016  -2.893  0.000
N  -6.224  -3.420  -2.054  0.000
C  -5.688  -2.213  -1.197  0.001
C  -6.574  -4.544  -1.015  0.000
C  -6.976  -5.888  -1.660  0.000
C  -5.048  -3.911  -3.075  0.000
C  -3.753  -4.386  -2.513  0.000
O  -3.160  -3.491  -1.690  0.003
C  -1.856  -3.753  -1.182  0.005
H  -8.464  -1.493  -3.888  0.000
H  -6.758  -1.423  -4.117  0.000
H  -7.621  -0.825  -2.586  0.000
H  -7.725  -3.681  -3.724  0.000
H  -8.293  -3.072  -2.161  0.000
H  -4.865  -2.609  -0.603  0.001
H  -6.495  -1.924  -0.524  0.000
H  -5.447  -1.337  -1.799  0.000
H  -7.386  -4.231  -0.359  0.000
H  -5.736  -4.794  -0.364  0.000
H  -6.127  -6.494  -1.976  0.000
H  -7.804  -5.707  -2.347  0.000
H  -7.354  -6.595  -0.922  0.000
H  -4.853  -3.076  -3.747  0.000
H  -5.484  -4.737  -3.636  0.000
H  -3.035  -4.724  -3.259  0.000
H  -3.834  -5.282  -1.898  0.000
H  -1.403  -3.114  -0.425  0.004
H  -1.228  -4.024  -2.031  0.000
H  -1.910  -4.704  -0.652  0.000
C  2.273  1.643  8.422  0.001
C  3.416  0.769  7.794  0.000
C  2.980  -0.293  6.851  0.001
O  2.511  0.236  5.589  0.007
C  2.481  -0.725  4.513  0.008
N  4.329  1.796  7.154  0.001
H  5.109  1.274  6.780  0.000
H  3.805  2.206  6.395  0.004
H  4.691  2.569  7.693  0.000
H  2.795  2.076  9.276  0.000
H  1.430  1.076  8.815  0.000
H  1.792  2.456  7.879  0.000
H  4.014  0.278  8.562  0.000
H  2.012  -0.727  7.103  0.000
H  3.790  -0.990  6.638  0.000
H  3.524  -1.037  4.464  0.001
H  2.154  -0.246  3.589  0.006
H  1.742  -1.502  4.708  0.001
C  -1.093  2.873  3.135  0.007
C  -0.281  2.486  4.449  0.004
C  -0.871  1.465  5.492  0.002
O  -0.511  0.074  5.159  0.005
C  -0.900  -0.917  6.193  0.001
N  1.031  1.970  3.884  0.012
H  0.870  1.136  3.338  0.007
H  1.622  2.652  3.430  0.014
H  1.640  1.611  4.606  0.002
H  -0.523  2.979  2.212  0.004
H  -1.745  3.726  3.326  0.000
H  -1.748  2.011  3.001  0.003
H  -0.038  3.463  4.867  0.002
H  -1.942  1.510  5.688  0.000
H  -0.407  1.809  6.416  0.000
H  -1.293  -0.399  7.067  0.000
H  0.033  -1.449  6.379  0.000
H  -1.609  -1.646  5.801  0.001
C  -4.062  -0.063  4.508  0.002
C  -4.966  0.485  3.443  0.001
C  -4.541  0.070  1.973  0.004
O  -5.562  0.604  1.097  0.001
C  -5.575  2.014  0.803  0.001
N  -6.417  0.040  3.848  0.000
H  -6.971  0.259  3.032  0.000
H  -6.385  -0.970  3.821  0.000
H  -6.794  0.418  4.705  0.000
H  -3.034  0.133  4.204  0.001
H  -4.165  -1.145  4.428  0.000
H  -4.150  0.341  5.517  0.000
H  -5.068  1.564  3.560  0.000
H  -4.280  -0.971  1.780  0.002
H  -3.671  0.692  1.760  0.003
H  -5.943  2.385  -0.154  0.000
H  -4.614  2.527  0.801  0.001
H  -6.044  2.565  1.618  0.000
C  -1.699  0.123  -3.979  0.004
C  -3.118  -0.232  -4.191  0.002
C  -4.049  0.928  -3.833  0.001
O  -5.415  0.477  -3.969  0.000
C  -6.303  1.683  -3.958  0.000
N  -3.314  -0.669  -5.688  0.000
H  -4.201  -0.903  -6.110  0.000
H  -3.024  0.109  -6.262  0.000
H  -2.663  -1.418  -5.874  0.000
H  -0.957  -0.666  -3.854  0.002
H  -1.657  0.643  -3.023  0.003
H  -1.281  0.871  -4.652  0.000
H  -3.396  -1.119  -3.623  0.001
H  -3.828  1.734  -4.532  0.000
H  -3.836  1.225  -2.806  0.002
H  -7.350  1.394  -3.861  0.000
H  -6.249  2.270  -4.875  0.000
H  -6.017  2.326  -3.125  0.000
As  -0.300  -0.055  0.145  0.172
F  -1.147  -0.538  1.708  0.109
F  -1.753  -0.613  -0.843  0.118
F  0.616  0.555  -1.303  0.093
F  1.020  0.568  1.152  0.083
F  0.417  -1.682  -0.118  0.116
F  -0.949  1.611  0.319  0.092

Summary:
Net charge: +6
Frontier orbital gap (alpha / beta) (eV): 2.70 / 8.23
2S+1: 2